# C26H39AlN3S2SbSe

C26H39AlN3S2SbSe as an isolated structure (ωB97M-V/def2-TZVPD, the OMol25 dataset).

Geometry (Å):
1 H 1.907 -5.065 -3.336
2 C 4.752 -3.355 -0.914
3 C -1.305 -1.730 0.780
4 C 5.654 -2.199 -0.483
5 C -3.324 2.667 0.914
6 H -2.604 1.085 2.904
7 H 0.781 0.881 3.334
8 C 5.456 -4.245 -1.932
9 H 1.050 -3.899 0.739
10 C 0.621 0.209 2.491
11 H 0.832 -1.256 -3.422
12 N -0.815 0.300 2.092
13 H -1.753 -3.542 -0.249
14 H 0.556 3.708 0.659
15 H -1.245 2.196 2.917
16 H 2.329 -5.088 0.439
17 C 1.413 -1.932 -4.054
18 C 1.120 2.958 1.211
19 C -2.582 -2.901 2.967
20 H 5.809 -1.499 -1.310
21 H 1.735 -0.284 0.709
22 H 0.627 2.827 -3.846
23 S -0.528 -1.045 -0.656
24 H 6.636 -2.566 -0.169
25 H 5.922 -3.648 -2.716
26 H 0.518 -3.826 -1.683
27 C 1.370 -4.707 0.076
28 C 1.572 0.577 1.353
29 Al -1.114 1.023 0.040
30 H 2.172 3.253 1.245
31 H 4.779 -4.958 -2.400
32 H -1.316 0.866 4.095
33 H 3.300 -1.043 -3.603
34 H -2.876 -4.600 1.687
35 C 3.686 -2.968 -4.454
36 H 4.434 1.363 -2.522
37 H 0.845 -0.803 2.826
38 C 0.742 2.245 -1.797
39 N 0.979 1.645 0.545
40 H 4.512 -3.957 -0.031
41 H -2.143 -1.096 4.006
42 H 1.384 -1.545 -5.077
43 H 6.250 -4.815 -1.438
44 C 1.561 1.746 -0.781
45 C -2.467 -3.602 1.776
46 C 2.857 -2.040 -3.573
47 H 0.920 -2.907 -4.053
48 Se -3.570 0.975 0.292
49 C 3.400 1.614 -2.322
50 C 2.885 1.433 -1.048
51 H 4.753 -2.825 -4.289
52 H 5.217 -1.648 0.353
53 C 1.484 -4.234 -1.370
54 H -3.083 -3.340 3.819
55 H 2.833 -5.807 -2.016
56 N -3.166 3.722 1.360
57 H 3.452 -4.019 -4.288
58 C 1.867 -5.382 -2.294
59 C 1.271 2.431 -3.072
60 C -1.839 -3.016 0.693
61 S -0.932 2.685 -1.454
62 H 0.728 2.914 2.226
63 H 2.998 2.275 -4.324
64 C 2.595 2.120 -3.332
65 H 0.640 -5.518 0.157
66 H 3.534 1.061 -0.266
67 H 1.123 -6.183 -2.221
68 C -1.533 1.157 3.065
69 Sb 2.784 -2.454 -1.406
70 H 3.484 -2.750 -5.509
71 H 2.532 0.886 1.779
72 C -2.048 -1.628 3.069
73 C -1.409 -1.033 1.988

Charge ... 0
E_HOMO ... -7.656 eV
HOMO-LUMO gap ... 0.29569 hartree